Molecular formula: C4H4OS
Method: DFT, ωB97M-V with the def2-TZVPD basis set

XYZ file:
```
10
Properties=species:S:1:pos:R:3:forces:R:3
C -1.0860 -0.4014 1.9765 1.045 -1.648 -0.236
C 0.8788 0.0250 -0.1408 -0.848 -2.487 0.751
C 0.3039 0.1715 -1.4910 1.797 1.551 0.173
C 0.2269 0.6669 -2.5918 -0.615 -1.176 1.372
H -1.9400 0.0655 2.6984 1.835 -1.214 -1.543
H 0.7550 -1.0854 0.1301 0.841 1.439 -0.117
H 1.9140 0.4296 0.0281 -1.050 -0.639 -0.598
H -0.1522 0.8680 -3.5313 -0.205 0.481 -1.390
O -0.7362 -1.5744 1.8287 -1.854 2.063 0.983
S -0.1642 0.8347 1.0931 -0.945 1.629 0.604
```
Forces are in eV/Å.

Calculated values
Multiplicity = 1
Relative energy (zero: lowest compared OMol25 entry of this formula, charge and spin) = 264.31 kJ/mol
HOMO energy = -9.7 eV
SMILES string = C#CCSC=O
F_max = 0.05723 Eh/bohr